{"formula": "C60H49F9IrN2PSb2", "method": "ωB97M-V/def2-TZVPD", "elements": ["Ir", "C", "N", "C", "C", "C", "C", "C", "N", "C", "C", "C", "C", "C", "C", "H", "H", "H", "H", "H", "H", "H", "H", "H", "H", "H", "C", "C", "C", "Sb", "C", "C", "C", "C", "C", "C", "C", "C", "C", "C", "C", "C", "Sb", "C", "C", "C", "C", "C", "C", "C", "C", "C", "C", "C", "C", "H", "H", "H", "H", "H", "H", "H", "H", "H", "H", "H", "H", "H", "H", "H", "H", "H", "H", "H", "H", "H", "H", "H", "H", "H", "H", "F", "C", "F", "F", "C", "C", "C", "C", "C", "C", "P", "C", "C", "C", "C", "C", "C", "C", "F", "F", "F", "C", "C", "C", "C", "C", "C", "C", "F", "F", "F", "H", "H", "H", "H", "H", "H", "H", "H", "H", "H", "H", "H"], "coordinates": [[0.099, 0.217, 0.494], [-2.988, -0.713, 0.400], [-1.591, -0.817, -0.083], [-1.401, -1.649, -1.065], [-0.114, -1.750, -1.619], [0.474, -2.466, -2.654], [1.829, -2.101, -2.646], [1.998, -1.176, -1.625], [0.805, -0.937, -1.015], [-3.779, 0.349, -0.323], [-3.922, 0.311, -1.711], [-4.695, 1.250, -2.367], [-5.355, 2.238, -1.639], [-5.231, 2.271, -0.263], [-4.437, 1.334, 0.393], [-2.990, -0.506, 1.465], [-3.451, -1.689, 0.239], [-2.228, -2.243, -1.441], [-0.012, -3.168, -3.309], [2.600, -2.454, -3.308], [2.901, -0.660, -1.339], [-3.433, -0.462, -2.292], [-4.808, 1.203, -3.441], [-5.973, 2.965, -2.147], [-5.764, 3.019, 0.309], [-4.353, 1.361, 1.474], [1.011, 2.794, 3.085], [2.208, 1.832, 2.917], [3.261, 2.035, 1.865], [2.081, 2.147, -0.164], [1.696, 2.401, -2.242], [1.056, 1.465, -3.058], [0.842, 1.759, -4.396], [1.271, 2.963, -4.932], [1.889, 3.893, -4.119], [2.117, 3.621, -2.775], [2.728, 4.172, 0.144], [4.048, 4.347, -0.270], [4.707, 5.544, -0.029], [4.062, 6.569, 0.647], [2.755, 6.394, 1.073], [2.091, 5.197, 0.824], [-0.713, 2.304, 1.911], [-2.222, 3.270, 3.037], [-3.348, 3.760, 2.379], [-4.260, 4.548, 3.064], [-4.049, 4.859, 4.401], [-2.928, 4.377, 5.057], [-2.017, 3.578, 4.378], [-0.974, 3.477, 0.184], [-1.087, 4.868, 0.164], [-1.368, 5.529, -1.020], [-1.580, 4.808, -2.192], [-1.526, 3.426, -2.179], [-1.227, 2.767, -0.992], [1.276, 3.847, 2.995], [0.632, 2.648, 4.096], [1.826, 0.822, 2.826], [2.795, 1.856, 3.848], [4.009, 1.258, 1.789], [3.715, 3.015, 1.852], [0.667, 0.547, -2.668], [0.335, 1.037, -5.022], [1.117, 3.177, -5.980], [2.209, 4.844, -4.525], [2.586, 4.372, -2.165], [4.577, 3.560, -0.800], [5.727, 5.671, -0.367], [4.581, 7.496, 0.847], [2.250, 7.192, 1.602], [1.084, 5.075, 1.172], [-3.509, 3.556, 1.331], [-5.131, 4.930, 2.550], [-4.758, 5.481, 4.930], [-2.763, 4.614, 6.098], [-1.163, 3.198, 4.922], [-1.000, 5.444, 1.076], [-1.441, 6.608, -1.029], [-1.807, 5.331, -3.111], [-1.724, 2.859, -3.078], [-1.200, 1.676, -1.007], [7.022, -1.011, 3.385], [6.314, -2.124, 3.635], [6.852, -3.111, 2.910], [6.462, -2.425, 4.925], [4.862, -1.916, 3.263], [3.850, -2.090, 4.190], [2.530, -1.876, 3.815], [2.234, -1.452, 2.520], [3.260, -1.305, 1.589], [4.571, -1.546, 1.957], [0.518, -1.315, 1.976], [0.255, -3.065, 1.528], [-0.479, -3.926, 2.363], [-0.621, -5.264, 2.046], [-0.008, -5.773, 0.910], [0.785, -4.961, 0.126], [0.917, -3.613, 0.434], [-0.213, -7.231, 0.563], [0.433, -7.572, -0.554], [0.217, -8.024, 1.548], [-1.517, -7.485, 0.378], [-0.526, -0.976, 3.429], [-0.062, -0.168, 4.478], [-0.919, 0.264, 5.473], [-2.262, -0.096, 5.440], [-2.735, -0.899, 4.422], [-1.873, -1.328, 3.421], [-3.198, 0.425, 6.513], [-2.804, 0.006, 7.721], [-4.449, 0.007, 6.316], [-3.206, 1.763, 6.531], [4.085, -2.401, 5.198], [1.743, -2.059, 4.533], [3.028, -1.016, 0.577], [5.372, -1.443, 1.235], [-0.899, -3.578, 3.289], [-1.192, -5.913, 2.695], [1.308, -5.372, -0.725], [1.575, -3.015, -0.174], [0.985, 0.093, 4.548], [-0.540, 0.857, 6.296], [-3.772, -1.205, 4.412], [-2.270, -1.955, 2.640]], "forces_ev_per_angstrom": [[-0.590, 1.732, -1.612], [0.130, 0.186, -0.158], [-0.646, -0.823, 0.295], [-0.025, -0.013, -0.093], [-0.342, 0.210, -0.100], [0.264, -0.025, 0.075], [-0.101, -0.066, -0.046], [-0.392, 0.096, 0.049], [1.152, -0.264, -0.105], [0.026, -0.032, -0.172], [0.093, 0.010, 0.072], [-0.074, 0.089, 0.036], [0.062, -0.070, -0.064], [0.037, 0.005, 0.094], [-0.101, 0.012, 0.024], [0.035, 0.114, -0.051], [-0.056, -0.018, 0.111], [-0.021, 0.008, -0.008], [-0.028, -0.024, -0.037], [0.032, -0.024, -0.040], [0.035, 0.065, -0.093], [-0.003, -0.011, -0.025], [0.012, 0.003, -0.021], [-0.024, 0.011, -0.020], [0.007, 0.029, 0.017], [-0.025, -0.033, -0.009], [0.366, 0.040, -0.054], [-0.030, 0.116, 0.067], [0.385, -0.274, -1.395], [-0.509, -0.183, 1.824], [1.058, -0.127, -0.658], [0.049, 0.431, 0.025], [-0.062, -0.069, 0.083], [-0.055, -0.031, -0.105], [0.053, 0.193, 0.165], [-0.296, -0.265, -0.321], [-0.627, 0.469, 0.095], [0.027, 0.032, -0.034], [-0.009, -0.120, -0.053], [-0.071, 0.045, 0.047], [0.068, 0.019, 0.001], [0.206, 0.033, -0.112], [0.057, -0.092, -0.015], [-0.025, -0.172, 0.265], [0.023, 0.067, -0.035], [0.014, -0.021, 0.021], [-0.036, 0.030, 0.011], [0.024, -0.011, -0.068], [-0.065, -0.054, 0.038], [-0.193, 0.191, -0.227], [-0.169, -0.047, -0.082], [0.000, -0.064, 0.001], [-0.006, 0.103, 0.051], [-0.043, -0.136, 0.117], [0.130, 0.291, -0.066], [0.024, -0.044, -0.007], [0.045, 0.094, 0.057], [0.034, -0.075, 0.053], [-0.129, -0.040, 0.036], [0.007, -0.156, 0.418], [0.081, -0.017, 0.106], [0.009, -0.248, 0.057], [-0.009, -0.030, -0.001], [-0.011, -0.002, -0.022], [0.015, 0.010, -0.011], [0.077, 0.035, -0.029], [0.038, -0.062, 0.005], [0.014, -0.011, -0.009], [-0.003, 0.024, -0.006], [-0.020, -0.008, 0.022], [-0.166, 0.035, 0.025], [0.048, 0.027, -0.023], [-0.014, 0.012, -0.011], [-0.010, 0.000, 0.005], [0.008, -0.004, 0.021], [0.031, 0.010, -0.010], [0.042, 0.008, 0.066], [-0.001, 0.029, -0.001], [-0.008, 0.007, -0.022], [0.026, -0.008, -0.018], [-0.084, -0.095, -0.007], [0.017, 0.038, -0.008], [-0.117, -0.006, -0.010], [0.030, -0.041, -0.030], [0.002, -0.017, 0.056], [0.099, 0.023, 0.003], [-0.070, -0.015, -0.009], [0.086, -0.038, -0.078], [0.159, 0.035, 0.185], [-0.005, 0.004, 0.094], [0.023, 0.017, -0.040], [0.108, -0.951, 1.081], [-0.404, -0.234, 0.141], [0.190, 0.151, -0.152], [0.045, 0.004, 0.024], [-0.081, -0.150, 0.004], [0.088, 0.129, -0.026], [0.034, -0.070, 0.038], [0.009, 0.133, 0.046], [0.050, -0.016, -0.083], [0.020, -0.042, 0.080], [-0.065, -0.011, -0.003], [-0.005, 0.281, 0.194], [0.085, -0.186, -0.004], [-0.081, -0.074, 0.077], [-0.028, 0.213, -0.047], [-0.003, -0.076, -0.037], [0.034, -0.081, 0.065], [0.197, -0.383, -0.019], [0.016, 0.030, 0.061], [-0.092, 0.029, -0.007], [0.004, 0.123, 0.028], [0.004, -0.010, 0.012], [0.006, -0.007, 0.020], [0.028, 0.023, 0.052], [0.000, 0.008, -0.002], [-0.157, 0.086, 0.087], [-0.015, -0.021, 0.006], [-0.002, 0.010, -0.040], [0.041, 0.024, -0.053], [-0.029, 0.056, -0.015], [0.008, 0.043, -0.011], [-0.024, 0.029, -0.041], [0.027, -0.108, -0.038]], "lowdin_charge": [0.762, -0.150, -0.126, -0.064, -0.351, 0.012, -0.041, -0.194, -0.199, -0.222, -0.041, -0.061, -0.057, -0.065, -0.053, 0.078, 0.138, 0.154, 0.125, 0.115, 0.098, 0.106, 0.114, 0.114, 0.111, 0.109, -0.329, -0.370, -0.219, 1.549, -0.367, -0.136, -0.061, -0.054, -0.050, -0.107, -0.405, -0.166, -0.052, -0.055, -0.049, -0.117, 1.455, -0.346, -0.142, -0.052, -0.048, -0.069, -0.132, -0.437, -0.131, -0.041, -0.041, -0.065, -0.197, 0.063, 0.035, 0.007, 0.142, 0.044, 0.054, 0.063, 0.116, 0.118, 0.118, 0.079, 0.111, 0.118, 0.116, 0.115, 0.053, 0.073, 0.114, 0.118, 0.118, 0.082, 0.112, 0.118, 0.118, 0.115, 0.051, 0.156, -0.596, 0.167, 0.163, -0.087, 0.034, -0.044, -0.336, -0.090, 0.015, 0.937, -0.284, -0.050, 0.018, -0.091, 0.030, -0.064, -0.596, 0.157, 0.168, 0.159, -0.339, -0.097, 0.009, -0.085, 0.030, -0.103, -0.591, 0.170, 0.163, 0.157, 0.134, 0.115, 0.056, 0.140, 0.099, 0.138, 0.133, 0.083, 0.096, 0.141, 0.136, 0.098], "total_energy_ha": -4249.75819, "total_charge": 2, "homo_lumo_gap_ev": 6.2, "molar_mass_g_mol": 1435.76}